1.
The following is a DFT calculation (wB97M-V/def2-TZVPD) of a cluster of 5 separate species, H10O5 in total in a non-equilibrium geometry.

```
! RIJCOSX wB97M-V def2-TZVPD def2/J DEFGRID3
* xyz 0 1
O 3.801 -0.963 -1.793
H 3.505 -0.154 -2.187
H 3.682 -0.871 -0.837
O -1.818 0.154 -1.164
H -1.783 -0.264 -2.053
H -2.133 1.017 -1.365
O -1.626 -0.210 2.793
H -0.942 -0.800 2.968
H -1.354 0.352 2.069
O -1.152 1.794 1.025
H -1.073 1.280 0.209
H -0.246 2.053 1.185
O 0.573 -1.003 0.012
H -0.352 -0.824 -0.216
H 0.922 -1.568 -0.651
*
```

LUMO = 0.056 eV
ΔE to the lowest compared entry with this formula, charge and spin = 27.89 kcal/mol
highest occupied orbital energy = -10.5 eV



2.
The following is a DFT calculation (wB97M-V/def2-TZVPD) of an isolated molecule of C2ClNOS in a non-equilibrium geometry.

```
! RIJCOSX wB97M-V def2-TZVPD def2/J DEFGRID3
* xyz 0 1
O -1.547 1.456 -0.382
C -0.944 0.483 -0.132
Cl -1.944 -0.874 0.360
N 0.359 0.256 -0.051
C 1.281 -0.470 0.094
S 2.795 -0.851 0.111
*
```

LUMO = -0.601 eV
ΔE to the lowest compared entry with this formula, charge and spin = 0.00 kcal/mol
highest occupied orbital energy = -10.5 eV



3.
The following is a DFT calculation (wB97M-V/def2-TZVPD) of an isolated molecule of CH4F2N2O2S in a non-equilibrium geometry.

```
! RIJCOSX wB97M-V def2-TZVPD def2/J DEFGRID3
* xyz 0 1
N 1.595 1.488 0.177
S 0.889 0.216 0.111
N 0.886 -0.629 1.555
O 1.190 -0.525 -1.051
O -0.810 0.538 -0.002
C -1.458 -0.038 -0.986
F -1.413 -1.399 -0.915
F -1.077 0.290 -2.216
H 1.628 2.002 1.044
H -0.144 -0.743 1.525
H 1.307 -1.531 1.664
H -2.592 0.331 -0.906
*
```

LUMO = 0.525 eV
ΔE to the lowest compared entry with this formula, charge and spin = 21.88 kcal/mol
highest occupied orbital energy = -10.9 eV



4.
The following is a DFT calculation (wB97M-V/def2-TZVPD) of a structure of composition C19H37EuN11O4S2Si2 in a non-equilibrium geometry.

```
! RIJCOSX wB97M-V def2-TZVPD def2/J DEFGRID3
* xyz 1 7
Eu 0.457 0.083 -0.006
N -6.873 -1.146 4.168
C -5.651 -0.934 3.611
C -4.600 -0.393 4.372
C -3.374 -0.152 3.798
C -3.181 -0.439 2.454
C -4.201 -0.986 1.682
C -5.426 -1.233 2.256
S -1.659 -0.115 1.674
O -1.947 0.459 0.346
O -0.816 0.785 2.453
N -0.760 -1.383 1.295
C -0.096 -1.913 2.385
N 1.216 -2.131 2.219
C 1.858 -2.691 3.243
C 1.238 -3.012 4.436
C -0.103 -2.675 4.525
N -0.769 -2.127 3.520
H -7.022 -1.005 5.149
H -7.596 -1.601 3.644
H -4.760 -0.170 5.419
H -2.557 0.262 4.376
H -4.022 -1.213 0.638
H -6.225 -1.661 1.664
H 2.917 -2.875 3.089
H 1.767 -3.480 5.251
H -0.671 -2.846 5.433
N 1.826 1.914 2.101
N 3.120 1.472 2.360
C 3.569 0.386 1.718
N 4.776 -0.093 1.984
N 2.677 -0.148 0.874
N 2.942 -1.192 0.094
O 4.040 -1.712 -0.016
O 1.962 -1.585 -0.555
H 1.815 2.909 1.920
H 1.182 1.689 2.851
H 3.674 1.897 3.085
H 5.419 0.401 2.579
H 5.097 -0.831 1.374
C -1.354 -1.650 -2.045
Si -0.076 -0.988 -3.309
C -1.000 -0.636 -4.926
C 1.134 -2.406 -3.597
C 0.592 0.557 -2.470
Si 2.258 1.271 -2.930
C 3.533 0.018 -3.543
C 3.113 2.063 -1.393
C 2.129 2.688 -4.188
H -1.940 -2.488 -2.430
H -2.060 -0.867 -1.760
H -0.835 -2.016 -1.149
H -1.403 -1.557 -5.355
H -0.336 -0.187 -5.668
H -1.838 0.047 -4.769
H 0.584 -3.322 -3.824
H 1.728 -2.589 -2.702
H 1.817 -2.217 -4.426
H -0.160 1.341 -2.633
H 3.639 -0.813 -2.840
H 4.510 0.497 -3.643
H 3.267 -0.403 -4.514
H 4.001 1.494 -1.098
H 2.437 2.130 -0.542
H 3.443 3.080 -1.612
H 1.447 2.448 -5.006
H 3.106 2.910 -4.624
H 1.778 3.603 -3.703
N -2.534 2.941 -1.067
C -1.300 3.393 -1.288
N -1.071 4.075 -2.414
S -0.046 3.189 -0.167
H -3.232 2.981 -1.793
H -2.652 2.253 -0.340
H -1.776 4.223 -3.117
H -0.144 4.424 -2.577
*
```

LUMO (alpha / beta) = -3.288 / -3.231 eV
ΔE to the lowest compared entry with this formula, charge and spin = 17.38 kcal/mol
highest occupied orbital energy (alpha / beta) = -9.9 / -9.9 eV



5.
The following is a DFT calculation (wB97M-V/def2-TZVPD) of an isolated molecule of C14H17N5O in a non-equilibrium geometry.

```
! RIJCOSX wB97M-V def2-TZVPD def2/J DEFGRID3
* xyz 0 1
O 0.694 2.329 -0.016
C 1.020 1.164 -0.007
N 0.136 0.121 0.006
C -1.255 0.149 0.005
C -1.989 1.334 0.001
C -3.369 1.297 -0.001
C -4.035 0.077 0.003
N -5.432 0.008 0.000
C -6.378 0.983 0.000
N -7.555 0.416 -0.004
N -7.336 -0.894 -0.006
N -6.100 -1.156 -0.004
C -3.311 -1.112 0.008
C -1.934 -1.072 0.009
C 2.478 0.725 -0.007
C 2.840 -0.061 1.258
C 4.328 -0.400 1.251
C 4.690 -1.202 0.004
C 4.319 -0.426 -1.257
C 2.830 -0.086 -1.259
H 0.534 -0.808 0.012
H -1.472 2.278 -0.002
H -3.918 2.225 -0.005
H -6.193 2.034 0.003
H -3.843 -2.049 0.010
H -1.375 -1.997 0.013
H 3.065 1.649 -0.019
H 2.265 -0.989 1.310
H 2.595 0.533 2.141
H 4.579 -0.971 2.147
H 4.910 0.523 1.269
H 4.154 -2.155 0.016
H 5.758 -1.422 0.002
H 4.901 0.497 -1.298
H 4.562 -1.015 -2.143
H 2.580 0.490 -2.152
H 2.256 -1.016 -1.288
*
```

LUMO = 0.424 eV
ΔE to the lowest compared entry with this formula, charge and spin = 21.76 kcal/mol
highest occupied orbital energy = -8.7 eV



6.
The following is a DFT calculation (wB97M-V/def2-TZVPD) of an isolated molecule of C6H12O.

```
! RIJCOSX wB97M-V def2-TZVPD def2/J DEFGRID3
* xyz 0 1
C 0.013 -0.428 2.792
C -0.573 -0.461 1.410
C 0.004 -1.026 0.350
C -0.512 -0.915 -1.058
C 0.197 0.219 -1.827
C -0.080 1.590 -1.221
O 1.593 -0.027 -1.918
H -0.009 0.591 3.195
H 1.054 -0.767 2.783
H -0.548 -1.062 3.489
H -1.528 0.052 1.272
H 0.956 -1.543 0.482
H -1.593 -0.721 -1.056
H -0.343 -1.851 -1.603
H -0.158 0.203 -2.865
H 0.156 1.587 -0.149
H 0.535 2.350 -1.710
H -1.134 1.869 -1.327
H 1.981 0.200 -1.063
*
```

LUMO = 1.023 eV
ΔE to the lowest compared entry with this formula, charge and spin = 18.84 kcal/mol
highest occupied orbital energy = -9.3 eV